(one)
9
Properties=species:S:1:pos:R:3 method="wB97M-V/def2-TZVPD" homo_ev=-9.407 charge=0 smiles=CN(S)C#N spin_multiplicity=1 e_lumo_ev=0.14
C 1.03 0.48 0.82
H -0.74 -0.90 2.16
H -1.41 -0.06 -1.25
H 0.13 1.16 -1.34
H 0.23 -0.48 -1.78
N 2.07 0.80 1.20
N -0.14 0.15 0.36
S -0.82 -1.38 0.97
C -0.34 0.21 -1.13

***

(two)
9
Properties=species:S:1:pos:R:3 method="wB97M-V/def2-TZVPD" homo_ev="-9.399 / -10.221" charge=0 spin_multiplicity=1 e_lumo_ev="-2.49 / -2.12"
S -0.24 -1.22 -0.52
H -1.71 -1.91 0.89
N -1.21 -1.13 0.77
C -3.35 -0.24 0.27
N -3.75 0.69 -0.24
H 0.58 0.86 -1.48
H 1.58 0.39 -0.06
C 0.49 0.42 -0.43
H -0.12 0.81 0.45

***

Order of stability, best first: (one), (two)